This record from the OMol25 dataset describes 2 unconnected molecules or ions with the total composition C2H8NO. The level of theory is ωB97M-V/def2-TZVPD.

Net charge   -1
Spin multiplicity   1
Energy relative to the best compared isomer or geometry (same formula, charge and spin)   6.0 kcal per mole
LUMO   4.1 eV
HOMO energy   -2.5 eV

Last column: natural (NBO) charge in e.
Element x y z (Å)
1 O -2.747 0.442 -0.221  -1.353
2 H -3.327 0.433 0.542  0.394
3 C 2.238 -0.082 0.152  -0.611
4 C 0.847 0.110 -0.421  -0.214
5 N -0.151 -0.565 0.393  -0.884
6 H 2.209 0.159 1.214  0.190
7 H 2.980 0.536 -0.356  0.184
8 H 2.530 -1.133 0.104  0.195
9 H 0.732 -0.231 -1.457  0.171
10 H 0.628 1.186 -0.556  0.151
11 H -1.094 -0.436 -0.029  0.449
12 H -0.201 -0.066 1.269  0.329

Forces on the atoms, in the same order (eV/Å):
0.25 -0.05 -0.31
-0.16 -0.04 0.19
-0.15 -0.30 -0.18
-0.73 0.46 -0.41
0.36 -0.32 -0.43
0.12 0.25 0.10
0.11 0.01 0.06
0.05 0.00 -0.13
0.39 -0.44 0.12
0.15 0.05 0.39
-0.18 0.32 0.38
-0.23 0.06 0.20